{
  "formula": "C6H7N",
  "method": "ωB97M-V with the def2-TZVPD basis set",
  "e_above_lowest_kj_mol": 383.97,
  "multiplicity": 1,
  "lumo_ha": 0.025,
  "smiles": "C#CC(=C)C.C#N",
  "energy_ha": -287.440990,
  "orbital_gap_ev": 9.71,
  "elements": ["H", "H", "C", "H", "N", "C", "H", "C", "H", "C", "H", "C", "C", "H"],
  "coordinates": [[2.540545, 1.379527, -0.091735], [-1.538381, 1.304179, -1.853057], [0.678581, -1.405951, -1.579590], [0.026589, -0.016557, 1.795064], [2.734909, -0.384758, 1.192698], [0.015940, -0.642021, -0.909129], [-0.942682, -1.365594, 1.258951], [2.755919, 0.535015, 0.517940], [-2.431863, 1.698930, -0.280787], [-0.891661, -0.322755, 1.247863], [-1.606532, 0.122117, 1.831119], [-1.790337, 1.018986, -0.813881], [-0.891273, 0.162641, -0.168508], [1.340249, -2.083759, -2.146948]],
  "forces_ev_per_angstrom": [[0.3, 0.2, -0.2], [-0.5, -0.5, 0.6], [0.4, 0.0, 0.1], [-0.1, -0.4, -0.7], [0.4, -0.4, 0.4], [0.8, -0.8, -2.0], [-0.2, -1.6, 0.2], [-0.6, 0.3, -0.1], [-0.4, -0.3, 0.3], [2.0, 1.7, -0.2], [-2.4, 0.9, 1.2], [3.4, -0.8, 0.8], [-2.3, 1.0, -1.1], [-0.9, 0.9, 0.8]],
  "lowdin_charge": [0.056, 0.068, 0.123, 0.084, 0.071, -0.175, 0.070, -0.092, 0.048, -0.062, 0.046, 0.078, -0.366, 0.050]
}